Record 1
Entry from the OMol25 dataset: a cluster of 2 separate species, C3H10N2O2 in total in a non-equilibrium geometry (ωB97M-V/def2-TZVPD).

Last column: Löwdin charge in e.
Element x y z (Å)
C 1.21 0.55 0.09  -0.39
C 0.88 0.12 1.52  -0.04
C -0.06 1.00 -0.84  -0.34
O 2.04 -0.31 -0.65  -0.04
O -0.96 1.71 -0.44  -0.05
H 1.85 -1.23 -0.45  0.08
H 1.77 1.49 0.15  0.14
H 0.27 0.96 -1.89  0.12
H 0.43 -0.87 1.52  0.06
H 1.79 0.09 2.12  0.08
H 0.18 0.83 1.95  0.08
N -1.02 -0.81 -0.95  -0.05
N -2.25 -0.64 -0.22  -0.01
H -2.02 -0.77 0.77  0.07
H -1.26 -1.01 -1.92  0.12
H -0.38 -1.47 -0.44  0.11
H -2.47 0.35 -0.31  0.06

Values from the calculation:
LUMO ... 0.5673 eV
Highest occupied orbital energy ... -0.320 Ha
SMILES string ... C[C@@H](O)C=O.NN



Record 2
Entry from the OMol25 dataset: a cluster of 2 separate species, C3H10N2O2 in total (ωB97M-V/def2-TZVPD).

Last column: Löwdin charge in e.
Element x y z (Å)
O -2.57 0.81 0.99  0.06
C -2.07 0.87 -0.10  -0.26
C -0.57 0.73 -0.29  -0.20
N 0.17 1.55 0.66  -0.07
C 1.55 1.06 0.87  -0.34
N 1.65 -0.17 1.59  0.01
H -2.66 1.00 -1.01  0.11
H -0.35 -0.30 -0.02  0.10
H -0.27 0.86 -1.34  0.12
H 0.32 2.48 0.26  0.11
H 2.02 1.86 1.46  0.11
H 2.08 1.02 -0.08  0.11
H 1.07 -0.06 2.42  0.08
H 1.20 -0.94 1.09  0.05
H 0.11 -3.77 -1.74  0.04
H -1.09 -3.82 -2.66  0.04
O -0.59 -3.20 -2.10  -0.07

Values from the calculation:
LUMO ... 0.6222 eV
Highest occupied orbital energy ... -0.344 Ha
SMILES string ... NCNCC=O.O



Record 3
Entry from the OMol25 dataset: a cluster of 2 separate species, C3H10N2O2 in total in a non-equilibrium geometry (ωB97M-V/def2-TZVPD).

Last column: Löwdin charge in e.
Element x y z (Å)
C -1.42 1.12 0.74  -0.32
N -0.47 0.30 0.06  -0.03
C -0.90 -0.66 -0.89  -0.19
C 0.44 -0.94 -1.83  -0.25
N 0.23 -0.62 -3.20  -0.04
O -1.01 1.59 1.74  0.03
H -2.48 1.07 0.43  0.14
H 0.32 0.09 0.56  0.08
H -1.79 -0.31 -1.45  0.11
H -1.01 -1.66 -0.32  0.12
H 1.38 -0.32 -1.55  0.13
H 0.68 -2.07 -1.82  0.11
H 0.71 0.22 -3.51  0.07
H -0.34 -1.06 -3.83  0.03
H 1.70 0.10 2.82  -0.02
H 2.52 -0.27 4.02  0.04
O 2.41 -0.43 3.08  -0.03

Values from the calculation:
LUMO ... 0.9502 eV
Highest occupied orbital energy ... -0.312 Ha
SMILES string ... NCCNC=O.O



Record 4
Entry from the OMol25 dataset: a cluster of 2 separate species, C3H10N2O2 in total in a non-equilibrium geometry (ωB97M-V/def2-TZVPD).

Last column: Löwdin charge in e.
Element x y z (Å)
C 1.02 -0.12 -1.08  -0.25
N 0.00 0.73 -0.45  0.06
C -1.38 0.47 -0.46  -0.58
N -1.80 -0.25 -1.58  0.16
O -2.11 1.05 0.33  0.03
C 1.88 -0.84 -0.08  -0.09
H 1.56 0.39 -1.93  0.13
H 0.42 -0.91 -1.52  0.08
H 0.21 1.19 0.39  0.10
H -2.78 -0.46 -1.59  0.10
H -1.10 -0.85 -1.96  0.06
H 2.47 -1.69 -0.52  0.09
H 1.21 -1.38 0.60  0.08
H 2.51 -0.16 0.47  0.07
H -1.17 0.89 2.49  0.00
H -0.44 1.32 3.78  0.04
O -0.50 0.61 3.12  -0.07

Values from the calculation:
LUMO ... 0.8208 eV
Highest occupied orbital energy ... -0.356 Ha
SMILES string ... CCNC(N)=O.O



Record 5
Entry from the OMol25 dataset: a cluster of 2 separate species, C3H10N2O2 in total in a non-equilibrium geometry (ωB97M-V/def2-TZVPD).

Last column: Löwdin charge in e.
Element x y z (Å)
O -0.05 1.97 -1.30  0.04
C -0.91 1.78 -0.46  -0.55
N -0.81 0.82 0.53  0.05
C 0.08 -0.33 0.28  -0.26
N -0.68 -1.52 -0.04  0.02
C -2.21 2.57 -0.52  0.00
H -1.72 0.51 0.83  0.12
H 0.74 -0.01 -0.52  0.11
H 0.69 -0.51 1.17  0.11
H -0.86 -2.11 0.76  0.06
H -0.47 -1.99 -0.90  0.06
H -2.91 2.40 0.28  0.07
H -1.96 3.57 -0.84  0.08
H -2.68 2.12 -1.40  0.09
H 4.18 -2.91 0.07  0.03
H 4.59 -3.29 1.46  0.03
O 4.97 -3.08 0.60  -0.06

Values from the calculation:
LUMO ... 0.4952 eV
Highest occupied orbital energy ... -0.353 Ha
SMILES string ... CC(=O)NCN.O



Record 6
Entry from the OMol25 dataset: a cluster of 2 separate species, C3H10N2O2 in total in a non-equilibrium geometry (ωB97M-V/def2-TZVPD).

Last column: Löwdin charge in e.
Element x y z (Å)
N 1.95 -1.26 -0.12  0.04
C 0.73 -0.95 -0.85  -0.39
C 0.97 -0.05 -2.04  -0.05
C -0.40 -0.52 0.08  -0.51
N -0.56 -1.35 1.16  0.15
O -1.18 0.36 -0.20  0.07
H 2.80 -1.11 -0.62  0.07
H 2.05 -0.87 0.81  0.07
H 0.29 -1.89 -1.22  0.14
H 1.63 0.77 -1.77  0.08
H 0.04 0.46 -2.32  0.08
H 1.27 -0.55 -2.95  0.07
H -1.52 -1.45 1.45  0.11
H -0.02 -2.20 1.24  0.10
H -2.21 2.92 1.50  0.03
H -0.89 2.22 1.38  0.00
O -1.26 3.09 1.54  -0.07

Values from the calculation:
LUMO ... 0.6920 eV
Highest occupied orbital energy ... -0.348 Ha
SMILES string ... C[C@@H](N)C(N)=O.O



Record 7
Entry from the OMol25 dataset: a cluster of 2 separate species, C3H10N2O2 in total in a non-equilibrium geometry (ωB97M-V/def2-TZVPD).

Last column: Löwdin charge in e.
Element x y z (Å)
C -1.21 -0.22 0.03  -0.39
C -0.74 -0.20 -1.42  -0.11
N -1.30 -1.53 0.66  -0.01
H -2.02 -2.10 0.22  0.07
H -0.42 -2.02 0.55  0.06
H -2.21 0.24 0.09  0.11
H -0.81 0.72 0.76  0.13
H -1.39 -0.80 -2.05  0.07
H 0.27 -0.62 -1.50  0.05
H -0.70 0.82 -1.80  0.07
N 2.12 1.09 -0.44  0.10
C 0.73 0.40 1.31  -0.38
O 1.74 0.06 0.51  -0.07
O 0.34 1.59 1.48  -0.04
H 3.14 1.01 -0.47  0.10
H 1.88 1.97 0.02  0.08
H 0.57 -0.41 2.03  0.15

Values from the calculation:
LUMO ... 0.8547 eV
Highest occupied orbital energy ... -0.332 Ha
SMILES string ... NOC=O.CCN



Record 8
Entry from the OMol25 dataset: a cluster of 2 separate species, C3H10N2O2 in total in a non-equilibrium geometry (ωB97M-V/def2-TZVPD).

Last column: Löwdin charge in e.
Element x y z (Å)
C 2.00 0.93 0.50  -0.09
O 0.91 0.52 1.32  -0.16
H -0.68 -1.16 0.29  0.09
H 2.47 1.82 0.92  0.10
H 2.74 0.12 0.50  0.09
H 1.71 1.10 -0.54  0.08
N -1.21 -1.53 -0.51  -0.18
N -0.47 -1.45 -1.72  -0.01
C -0.25 1.23 1.23  -0.26
C -0.63 2.13 0.32  0.02
O -1.43 -2.91 -0.16  -0.11
H -2.40 -2.92 -0.10  0.08
H -0.75 -2.20 -2.35  0.07
H 0.53 -1.59 -1.55  0.06
H -0.92 0.91 2.02  0.12
H -0.01 2.43 -0.52  0.05
H -1.62 2.56 0.37  0.05

Values from the calculation:
LUMO ... 0.9483 eV
Highest occupied orbital energy ... -0.320 Ha
SMILES string ... C=COC.NNO



Which value of LUMO does entry 7 give? 0.8547 eV



highest occupied orbital energy of number 1 (C3H10N2O2)? -0.320 Ha



Please write out number 4 again, unchanged.
Entry from the OMol25 dataset: a cluster of 2 separate species, C3H10N2O2 in total in a non-equilibrium geometry (ωB97M-V/def2-TZVPD).

Last column: Löwdin charge in e.
Element x y z (Å)
C 1.02 -0.12 -1.08  -0.25
N 0.00 0.73 -0.45  0.06
C -1.38 0.47 -0.46  -0.58
N -1.80 -0.25 -1.58  0.16
O -2.11 1.05 0.33  0.03
C 1.88 -0.84 -0.08  -0.09
H 1.56 0.39 -1.93  0.13
H 0.42 -0.91 -1.52  0.08
H 0.21 1.19 0.39  0.10
H -2.78 -0.46 -1.59  0.10
H -1.10 -0.85 -1.96  0.06
H 2.47 -1.69 -0.52  0.09
H 1.21 -1.38 0.60  0.08
H 2.51 -0.16 0.47  0.07
H -1.17 0.89 2.49  0.00
H -0.44 1.32 3.78  0.04
O -0.50 0.61 3.12  -0.07

Values from the calculation:
LUMO ... 0.8208 eV
Highest occupied orbital energy ... -0.356 Ha
SMILES string ... CCNC(N)=O.O